Record 1
{
  "formula": "C16H50NO12PS8",
  "method": "ωB97M-V with the def2-TZVPD basis set",
  "elements": ["C", "C", "O", "O", "S", "O", "O", "P", "N", "O", "H", "H", "H", "H", "H", "H", "H", "H", "C", "S", "O", "C", "H", "H", "H", "H", "H", "H", "C", "S", "O", "C", "H", "H", "H", "H", "H", "H", "C", "S", "O", "C", "H", "H", "H", "H", "H", "H", "C", "S", "O", "C", "H", "H", "H", "H", "H", "H", "C", "S", "O", "C", "H", "H", "H", "H", "H", "H", "C", "S", "O", "C", "H", "H", "H", "H", "H", "H", "C", "S", "O", "C", "H", "H", "H", "H", "H", "H"],
  "xyz": [[-3.973, -1.142, -2.137], [-3.667, -2.366, -1.221], [-2.278, -2.478, -0.851], [-2.110, -2.422, 0.543], [-1.579, -0.898, 1.084], [-2.675, 0.063, 0.788], [-0.223, -0.478, 0.200], [-0.562, 0.202, -1.339], [0.565, 1.498, -1.627], [-0.005, -0.990, -2.410], [-3.568, -0.193, -1.743], [-5.078, -1.040, -2.201], [-3.534, -1.336, -3.138], [-4.317, -2.378, -0.328], [-3.947, -3.265, -1.819], [0.005, 2.295, -1.940], [1.130, 1.272, -2.450], [-0.703, -1.181, -3.043], [3.178, -0.217, 0.161], [3.541, -0.828, 1.816], [4.780, -0.140, 2.286], [4.011, -2.490, 1.304], [2.896, 0.833, 0.236], [4.061, -0.312, -0.474], [2.348, -0.784, -0.262], [4.841, -2.438, 0.599], [3.153, -2.983, 0.843], [4.315, -3.047, 2.190], [8.243, -0.561, -1.170], [6.786, -0.870, -2.179], [5.713, -1.367, -1.267], [7.457, -2.300, -3.045], [8.030, 0.281, -0.512], [8.474, -1.440, -0.574], [9.086, -0.312, -1.816], [7.740, -3.068, -2.324], [8.325, -1.994, -3.630], [6.688, -2.688, -3.711], [-5.568, -1.286, 5.080], [-4.081, -0.814, 4.176], [-2.931, -1.507, 4.822], [-4.060, 0.899, 4.735], [-5.751, -2.345, 4.906], [-5.424, -1.113, 6.148], [-6.416, -0.707, 4.714], [-4.013, 0.933, 5.824], [-4.956, 1.409, 4.379], [-3.179, 1.383, 4.316], [-8.861, -1.874, -3.979], [-8.352, -2.158, -2.274], [-6.945, -1.674, -2.146], [-8.289, -3.955, -2.393], [-8.923, -0.799, -4.141], [-8.126, -2.303, -4.662], [-9.840, -2.323, -4.145], [-7.591, -4.251, -3.177], [-9.287, -4.339, -2.609], [-7.949, -4.348, -1.436], [-0.348, 6.485, 0.918], [0.387, 4.965, 0.285], [0.172, 4.950, -1.195], [-0.821, 3.846, 1.011], [0.239, 7.324, 0.545], [-1.379, 6.576, 0.572], [-0.319, 6.477, 2.007], [-1.819, 4.097, 0.658], [-0.777, 3.919, 2.097], [-0.569, 2.830, 0.705], [10.238, -5.548, 0.107], [10.967, -4.131, -0.734], [9.956, -3.034, -0.711], [10.934, -4.855, -2.385], [10.127, -5.297, 1.161], [9.260, -5.769, -0.319], [10.899, -6.409, 0.007], [9.911, -5.122, -2.652], [11.573, -5.739, -2.406], [11.314, -4.116, -3.089], [-5.659, 6.221, 2.119], [-4.065, 6.591, 1.366], [-3.036, 5.824, 2.123], [-3.983, 8.301, 1.930], [-5.894, 5.176, 1.924], [-5.608, 6.389, 3.195], [-6.427, 6.854, 1.674], [-4.039, 8.335, 3.018], [-4.805, 8.867, 1.491], [-3.035, 8.723, 1.600]],
  "lowdin_charge": [-0.09, -0.23, -0.19, -0.32, 0.94, -0.47, -0.58, 0.83, -0.15, -0.28, 0.04, 0.03, 0.07, 0.12, 0.12, 0.02, 0.04, 0.03, -0.28, 0.80, -0.57, -0.27, 0.04, 0.02, 0.03, 0.03, 0.05, 0.04, -0.26, 0.84, -0.56, -0.27, 0.06, 0.02, 0.06, 0.04, 0.05, 0.05, -0.27, 0.79, -0.55, -0.26, 0.05, 0.06, 0.05, 0.06, 0.05, 0.05, -0.27, 0.83, -0.56, -0.27, 0.05, 0.06, 0.05, 0.06, 0.05, 0.05, -0.28, 0.82, -0.57, -0.27, 0.05, 0.02, 0.05, 0.05, 0.06, 0.02, -0.27, 0.83, -0.56, -0.27, 0.05, 0.06, 0.05, 0.06, 0.05, 0.05, -0.27, 0.81, -0.56, -0.26, 0.05, 0.06, 0.05, 0.06, 0.05, 0.05],
  "lumo_energy_ev": 0.43,
  "e_tot_ev": -139425.3947
}

Record 2
{
  "formula": "CHCl3S",
  "method": "ωB97M-V with the def2-TZVPD basis set",
  "elements": ["C", "S", "Cl", "Cl", "Cl", "H"],
  "xyz": [[-0.091, 0.024, 0.590], [-0.604, -1.044, -0.760], [1.504, 0.756, 0.377], [-0.107, -1.116, 1.965], [0.114, 0.565, -2.956], [-0.815, 0.815, 0.785]],
  "nbo_charge": [-0.45, 0.38, 0.04, 0.05, -0.26, 0.24],
  "lumo_energy_ev": [-3.72, -3.71],
  "relative_energy_kcal_mol": 42.6,
  "e_tot_ev": -49453.3016
}

Record 3
{
  "formula": "C4H16N2O2",
  "method": "ωB97M-V with the def2-TZVPD basis set",
  "elements": ["C", "C", "C", "N", "C", "N", "H", "H", "H", "H", "H", "H", "H", "H", "H", "H", "H", "H", "H", "H", "O", "H", "H", "O"],
  "xyz": [[-2.079, -0.767, -0.269], [-1.553, 0.293, -1.221], [-0.414, 1.091, -0.592], [0.635, 0.090, -0.271], [1.672, 0.675, 0.557], [2.499, -0.388, 1.152], [-2.607, -0.249, 0.533], [-1.287, -1.330, 0.204], [-2.804, -1.395, -0.782], [-1.115, 0.048, -2.197], [-2.317, 1.003, -1.536], [-0.717, 1.644, 0.275], [-0.089, 1.816, -1.345], [0.339, -0.299, 3.207], [2.241, 1.332, -0.086], [1.207, 1.274, 1.354], [1.947, -1.071, 1.666], [3.155, 0.135, 1.711], [-2.309, -0.649, 3.084], [-0.955, -1.044, 2.847], [-1.880, -1.304, 2.510], [1.030, -0.200, -1.240], [1.861, 0.235, -3.460], [1.311, 0.513, -2.701]],
  "nbo_charge": [-0.61, -0.40, -0.29, -0.14, -0.11, -0.82, 0.23, 0.21, 0.24, 0.20, 0.24, 0.22, 0.28, 0.02, 0.25, 0.20, 0.38, 0.39, 0.47, 0.42, -0.91, 0.44, 0.47, -0.40],
  "lumo_energy_ev": [-5.48, -7.64],
  "relative_energy_kcal_mol": 168.2,
  "spin_multiplicity": 2,
  "charge": 1,
  "s_squared": 1.76,
  "e_tot_ev": -11467.7647
}

Record 4
{
  "formula": "C17H39Cs2N5O13S2",
  "method": "ωB97M-V with the def2-TZVPD basis set",
  "elements": ["Cs", "Cs", "S", "O", "O", "O", "O", "C", "C", "O", "N", "C", "H", "H", "H", "H", "H", "H", "H", "C", "C", "O", "N", "C", "H", "H", "H", "H", "H", "H", "H", "C", "C", "O", "N", "C", "H", "H", "H", "H", "H", "H", "H", "C", "C", "O", "N", "C", "H", "H", "H", "H", "H", "H", "H", "C", "C", "O", "N", "C", "H", "H", "H", "H", "H", "H", "H", "C", "C", "O", "S", "O", "O", "O", "H", "H", "H", "H"],
  "xyz": [[-4.081, 6.359, 0.475], [-4.619, -1.031, 4.244], [-0.560, 0.999, 0.253], [-0.630, 2.068, -0.696], [-0.691, 1.495, 1.630], [-1.571, -0.050, -0.035], [0.809, 0.443, 0.093], [-8.999, -3.568, -3.855], [-7.830, -2.935, -3.111], [-8.055, -1.992, -2.392], [-6.629, -3.484, -3.186], [-6.193, -4.583, -3.990], [-9.033, -4.657, -3.824], [-8.907, -3.369, -4.923], [-9.946, -3.339, -3.366], [-5.954, -2.987, -2.623], [-5.890, -5.338, -3.265], [-5.287, -4.165, -4.429], [-6.916, -4.897, -4.743], [2.194, 6.360, 2.805], [1.615, 6.800, 4.135], [2.280, 7.506, 4.926], [0.430, 6.251, 4.451], [-0.154, 6.473, 5.781], [2.112, 5.279, 2.693], [3.256, 6.598, 2.758], [1.643, 6.859, 2.008], [0.267, 5.370, 3.985], [0.521, 6.070, 6.536], [-1.077, 5.894, 5.817], [-0.293, 7.538, 5.969], [-1.050, 4.975, -6.177], [-2.441, 4.598, -6.623], [-2.916, 5.030, -7.665], [-3.056, 3.771, -5.769], [-4.402, 3.266, -5.885], [-0.831, 4.894, -5.112], [-0.766, 5.976, -6.501], [-0.286, 4.355, -6.647], [-2.502, 3.531, -4.960], [-4.915, 3.879, -6.626], [-4.969, 3.468, -4.977], [-4.433, 2.215, -6.172], [-0.078, -10.376, -2.686], [-0.197, -9.007, -2.159], [0.365, -8.090, -2.790], [-0.843, -8.803, -1.042], [-0.974, -7.531, -0.444], [-0.823, -11.108, -2.374], [0.938, -10.711, -2.473], [-0.143, -10.351, -3.773], [-1.127, -9.648, -0.568], [-0.076, -7.290, 0.125], [-1.791, -7.671, 0.264], [-1.176, -6.706, -1.128], [7.631, 1.113, 1.378], [7.600, 2.191, 0.272], [8.452, 3.059, 0.204], [6.526, 2.060, -0.450], [6.057, 2.915, -1.496], [6.832, 0.373, 1.327], [7.694, 1.600, 2.351], [8.524, 0.489, 1.331], [5.820, 1.423, -0.111], [6.253, 3.955, -1.235], [4.969, 2.850, -1.517], [6.401, 2.700, -2.508], [3.288, -1.285, 6.403], [3.511, 0.162, 6.845], [4.498, 0.134, 7.924], [5.133, -1.409, 8.082], [4.513, -2.072, 9.215], [6.586, -1.325, 8.015], [4.470, -2.036, 6.711], [3.068, -1.265, 5.336], [2.390, -1.653, 6.900], [2.570, 0.663, 7.074], [3.895, 0.722, 5.993]],
  "lowdin_charge": [0.92, 0.95, 0.06, -0.46, -0.52, -0.50, -0.48, -0.01, -0.59, 0.03, 0.00, -0.07, 0.07, 0.08, 0.08, 0.15, 0.09, 0.09, 0.09, 0.00, -0.55, 0.01, -0.01, -0.07, 0.09, 0.09, 0.08, 0.13, 0.08, 0.07, 0.08, -0.01, -0.57, 0.03, 0.00, -0.07, 0.08, 0.08, 0.09, 0.14, 0.08, 0.08, 0.09, -0.02, -0.59, 0.02, -0.01, -0.08, 0.08, 0.09, 0.09, 0.14, 0.09, 0.08, 0.10, -0.01, -0.58, 0.04, 0.00, -0.07, 0.07, 0.08, 0.07, 0.14, 0.09, 0.09, 0.08, -0.19, -0.16, -0.20, 0.72, -0.26, -0.24, -0.19, 0.14, 0.12, 0.13, 0.13],
  "lumo_energy_ev": -2.15,
  "relative_energy_kcal_mol": 255.4,
  "e_tot_ev": -75090.7067
}

Record 5
{
  "formula": "C6H10N2O",
  "method": "ωB97M-V with the def2-TZVPD basis set",
  "elements": ["C", "C", "C", "C", "C", "C", "H", "H", "H", "H", "H", "H", "H", "H", "H", "H", "N", "N", "O"],
  "xyz": [[1.943, 1.488, 0.683], [0.688, 0.631, 0.485], [0.689, -0.789, 1.006], [-0.407, -1.268, 0.131], [-0.211, 0.431, -0.743], [-1.570, -0.113, -0.089], [2.541, 1.404, 1.748], [1.478, 2.531, 0.601], [2.773, 1.340, -0.081], [1.532, -1.156, 1.581], [-0.808, -2.253, 0.245], [1.092, -1.270, -1.331], [-0.344, 1.179, -1.457], [-2.049, 0.592, 0.757], [-2.488, 0.253, -1.720], [-2.289, -1.813, -1.519], [0.051, -1.007, -1.135], [-2.502, -0.571, -0.867], [-0.120, 0.391, 1.706]],
  "nbo_charge": [-0.64, 0.19, 0.01, -0.09, -0.13, -0.01, 0.24, 0.22, 0.22, 0.23, 0.20, 0.36, 0.20, 0.23, 0.35, 0.35, -0.61, -0.80, -0.52],
  "lumo_energy_ev": 0.80,
  "relative_energy_kcal_mol": 192.2,
  "e_tot_ev": -11403.7551
}

Record 6
{
  "formula": "C4H4N2",
  "method": "ωB97M-V with the def2-TZVPD basis set",
  "elements": ["C", "C", "C", "N", "C", "N", "H", "H", "H", "H"],
  "xyz": [[-0.047, 0.224, 2.263], [0.088, -0.005, 1.090], [0.210, -0.333, -0.347], [0.444, 0.773, -1.246], [-1.025, -1.018, -0.811], [-1.981, -1.497, -1.248], [-0.176, 0.421, 3.306], [1.032, -1.051, -0.454], [0.083, 1.657, -0.929], [1.372, 0.830, -1.624]],
  "nbo_charge": [-0.18, -0.05, -0.21, -0.81, 0.28, -0.30, 0.24, 0.26, 0.38, 0.38],
  "lumo_energy_ev": 0.65,
  "relative_energy_kcal_mol": 55.8,
  "e_tot_ev": -7190.2679
}